No. 1
# H3N4O2

A 2-piece molecular cluster, H3N4O2 overall in a non-equilibrium geometry (ωB97M-V/def2-TZVPD, the Open Molecules 2025 dataset).

Geometry as XYZ:
```
9
Properties=species:S:1:pos:R:3
N -0.76 1.23 -0.24
N 0.40 -2.28 -1.43
N -0.13 -1.91 -0.46
N 0.07 0.57 0.29
O 1.19 1.23 0.96
O -0.73 2.53 -0.30
H -0.81 -2.47 0.14
H 0.10 -1.03 0.06
H 0.67 2.13 0.98
```

Gap between HOMO and LUMO = 8.2 eV
Energy = -371.1424 hartree
LUMO energy = 4.8 eV
Relative energy (zero: lowest compared OMol25 entry of this formula, charge and spin) = 25.71 kcal/mol
HOMO level = -3.446 eV
Net charge = -1

No. 2
# H3N4O2

A 2-piece molecular cluster, H3N4O2 overall in a non-equilibrium geometry (ωB97M-V/def2-TZVPD, the Open Molecules 2025 dataset).

Geometry as XYZ:
```
9
Properties=species:S:1:pos:R:3
N 0.72 -0.65 -0.07
N -1.58 1.12 -0.06
N -1.98 -0.05 0.04
N 0.67 0.60 -0.15
O 1.64 1.36 0.10
O 2.03 -1.07 0.05
H -2.36 -0.63 -0.76
H -1.62 -0.62 0.80
H 2.47 -0.06 0.05
```

Gap between HOMO and LUMO = 7.8 eV
Energy = -371.1269 hartree
LUMO energy = 4.7 eV
Relative energy (zero: lowest compared OMol25 entry of this formula, charge and spin) = 35.42 kcal/mol
HOMO level = -3.097 eV
Net charge = -1